No. 1
Computed, not measured: C22H56ClN6O9P3S as an isolated structure in a non-equilibrium geometry, with ωB97M-V with the def2-TZVPD basis set.

The geometry in XYZ format:
```
98
Properties=species:S:1:pos:R:3:mulliken_charge:R:1
C -2.09 -0.97 2.75 -1.436
C -2.51 -1.00 1.28 0.134
O -1.54 -0.40 0.45 -0.363
C -2.01 0.59 -0.44 -0.709
C -1.53 2.02 -0.10 -1.083
C -0.96 2.18 1.28 0.148
O 0.49 2.27 1.35 -0.416
S 0.74 2.30 2.94 1.368
O 2.00 2.90 3.15 -0.604
O 0.53 1.04 3.57 -0.621
O -0.49 3.29 3.26 -0.368
C -1.37 3.43 2.10 0.961
C -2.84 3.21 2.51 -0.537
C -3.92 4.02 1.77 -0.650
C -5.22 3.25 1.68 -0.849
O -5.65 2.88 2.98 -0.367
C -6.39 1.68 2.96 -0.635
P -0.95 4.99 1.09 0.136
O -1.89 6.19 1.68 -0.483
Cl 0.90 5.49 1.81 -0.187
H -2.43 -0.04 3.22 0.220
H -2.58 -1.77 3.31 0.467
H -1.02 -1.09 2.87 0.327
H -3.50 -0.53 1.22 0.178
H -2.59 -2.05 1.00 0.309
H -3.10 0.58 -0.56 0.366
H -1.60 0.34 -1.43 0.409
H -0.72 2.28 -0.78 0.522
H -2.31 2.76 -0.29 0.381
H -1.18 1.36 1.97 0.239
H -2.93 3.31 3.59 0.586
H -3.06 2.16 2.31 -0.277
H -3.62 4.34 0.77 0.466
H -4.10 4.94 2.33 0.434
H -5.97 3.90 1.22 0.420
H -5.10 2.37 1.03 0.357
H -7.18 1.69 2.21 0.318
H -6.85 1.51 3.93 0.269
H -5.73 0.83 2.74 0.186
H -2.29 5.95 2.52 0.396
O -4.98 -4.25 -4.41 -0.864
P -4.29 -5.05 -3.36 0.611
N -3.22 -3.91 -2.67 0.116
C -1.91 -4.19 -2.12 -0.817
C -3.83 -2.70 -2.14 -1.006
N -3.48 -6.23 -4.33 0.294
C -2.09 -6.06 -4.71 -1.145
C -4.28 -6.65 -5.48 -1.150
N -4.41 -6.10 -2.05 0.196
C -5.12 -5.62 -0.87 -1.166
C -3.88 -7.45 -1.93 -0.872
H -1.92 -4.91 -1.29 0.247
H -1.48 -3.27 -1.74 0.328
H -1.22 -4.55 -2.89 0.163
H -4.13 -2.82 -1.09 0.289
H -4.71 -2.43 -2.72 0.385
H -3.14 -1.86 -2.21 0.315
H -1.89 -5.08 -5.17 0.340
H -1.81 -6.84 -5.42 0.387
H -1.43 -6.20 -3.85 0.301
H -4.22 -5.94 -6.31 0.332
H -5.33 -6.77 -5.21 0.361
H -3.92 -7.62 -5.83 0.365
H -4.43 -5.31 -0.08 0.313
H -5.79 -6.38 -0.46 0.411
H -5.75 -4.76 -1.12 0.352
H -2.80 -7.44 -1.75 0.257
H -4.08 -8.06 -2.81 0.261
H -4.35 -7.96 -1.08 0.383
O 6.68 2.49 -1.81 -0.866
P 6.92 2.29 -0.35 0.612
N 5.81 3.36 0.36 0.118
C 5.99 4.09 1.60 -0.866
C 4.41 3.16 0.01 -1.139
N 8.56 2.85 -0.23 0.300
C 8.86 4.21 0.19 -1.147
C 9.37 2.49 -1.40 -1.154
N 7.11 1.23 0.94 0.198
C 5.97 0.38 1.27 -1.211
C 8.28 1.05 1.79 -0.878
H 6.17 3.45 2.47 0.238
H 5.10 4.67 1.81 0.384
H 6.80 4.81 1.52 0.195
H 3.91 2.45 0.68 0.350
H 4.32 2.79 -1.01 0.354
H 3.86 4.10 0.05 0.402
H 8.31 4.97 -0.39 0.338
H 9.93 4.40 0.08 0.387
H 8.65 4.34 1.25 0.301
H 9.20 3.17 -2.24 0.331
H 9.14 1.48 -1.73 0.360
H 10.43 2.52 -1.13 0.363
H 5.43 0.76 2.15 0.346
H 6.28 -0.64 1.48 0.422
H 5.26 0.34 0.44 0.353
H 8.37 1.87 2.51 0.261
H 9.20 0.98 1.22 0.257
H 8.18 0.12 2.35 0.388
```

HOMO energy = -7.957 eV
LUMO energy = 0.3 eV
gap between HOMO and LUMO = 8.2246 eV
DFT total energy = -102312.6003 eV

No. 2
Computed, not measured: C22H56CrF2FeNO14S2 as an isolated structure in a non-equilibrium geometry, with ωB97M-V with the def2-TZVPD basis set.

The geometry in XYZ format:
```
99
Properties=species:S:1:pos:R:3:mulliken_charge:R:1
Cr 0.65 0.81 -2.92 0.076
Fe 0.63 -0.97 2.37 1.011
N 2.02 2.17 -3.12 -0.039
S 2.86 3.15 -1.93 0.910
O 2.70 4.57 -1.97 -0.542
O 4.04 2.60 -1.35 -0.558
F 1.77 2.78 -0.82 -0.184
S 3.06 2.63 -4.21 0.880
O 4.38 2.02 -4.21 -0.535
O 2.88 3.81 -5.03 -0.592
F 2.34 1.57 -5.25 -0.377
C 0.25 -0.35 -0.72 0.656
O 0.03 -0.61 0.48 1.679
O -0.52 -0.41 -1.74 -1.206
O 1.37 0.16 -1.11 0.097
C 0.86 2.47 2.46 -0.586
C 0.93 1.56 3.69 0.319
C 0.77 2.35 4.96 -1.721
O -0.20 0.62 3.65 -0.230
H 0.06 3.21 2.49 0.519
H 0.91 1.89 1.54 -0.471
H 1.82 3.01 2.41 0.639
H 1.84 0.98 3.83 0.012
H 1.71 2.88 5.17 0.462
H 0.60 1.73 5.84 0.413
H 0.03 3.15 4.88 0.410
H -1.00 1.12 3.80 0.335
C 4.23 -1.64 0.66 -0.924
C 3.91 -0.60 1.73 0.335
C 4.72 0.68 1.60 -1.346
O 2.50 -0.24 1.57 -0.097
H 3.81 -1.31 -0.29 -0.014
H 3.79 -2.57 1.01 0.298
H 5.28 -1.79 0.41 0.472
H 3.97 -1.04 2.73 0.440
H 4.34 1.56 2.12 0.289
H 4.79 1.03 0.57 0.299
H 5.72 0.47 1.98 0.489
H 2.33 0.12 0.68 -0.165
C -2.58 1.43 1.28 -0.871
C -3.16 0.51 0.22 1.949
C -4.60 0.17 0.60 -1.593
O -3.02 1.22 -1.00 -0.342
H -1.56 1.71 1.00 -0.392
H -2.45 1.09 2.30 0.006
H -3.18 2.35 1.33 0.618
H -2.57 -0.40 0.23 -0.993
H -5.08 -0.63 0.05 0.417
H -5.22 1.05 0.39 0.453
H -4.72 -0.05 1.66 0.334
H -3.57 0.75 -1.64 0.284
C -3.68 -4.51 -0.43 -1.556
C -2.22 -4.14 -0.46 0.966
C -1.59 -3.98 -1.81 -1.549
O -2.09 -2.91 0.30 -0.717
H -4.04 -4.66 0.58 0.361
H -3.81 -5.42 -1.02 0.463
H -4.29 -3.82 -1.03 0.326
H -1.78 -4.96 0.13 0.125
H -0.50 -3.95 -1.83 0.340
H -2.02 -3.14 -2.36 0.295
H -1.76 -4.83 -2.49 0.505
H -1.38 -2.39 -0.08 -0.206
C -3.55 -2.67 3.27 -1.648
C -2.42 -1.70 3.52 1.400
C -1.86 -1.84 4.95 -1.498
O -1.32 -1.94 2.60 0.004
H -3.98 -2.67 2.27 0.291
H -4.43 -2.56 3.90 0.452
H -3.27 -3.72 3.42 0.425
H -2.82 -0.71 3.34 -0.232
H -1.55 -2.87 5.09 0.378
H -2.51 -1.59 5.79 0.376
H -1.07 -1.12 5.18 0.253
H -1.68 -2.59 1.94 0.142
C -2.17 4.04 -3.04 -1.560
C -0.97 3.78 -2.15 0.586
C -1.05 4.27 -0.71 -1.215
O -0.82 2.31 -2.23 0.122
H -1.95 3.97 -4.11 0.396
H -2.40 5.11 -2.99 0.451
H -3.12 3.60 -2.74 0.281
H -0.12 4.25 -2.64 0.434
H -1.92 3.97 -0.14 0.290
H -0.95 5.36 -0.75 0.502
H -0.16 3.91 -0.18 0.115
H -1.45 1.94 -1.58 0.028
C 2.42 -2.73 -2.75 -1.398
C 2.77 -1.49 -3.56 0.647
C 3.43 -1.89 -4.89 -1.412
O 1.53 -0.83 -3.87 0.048
H 3.31 -3.37 -2.77 0.505
H 1.67 -3.37 -3.23 0.507
H 2.00 -2.52 -1.77 0.098
H 3.48 -0.87 -3.01 0.130
H 3.54 -0.99 -5.50 0.373
H 2.71 -2.57 -5.36 0.402
H 4.34 -2.46 -4.77 0.381
H 1.04 -1.49 -4.39 0.269
```

2S+1 = 8
HOMO energy (alpha / beta) = -15.528 / -15.528 eV
LUMO energy (alpha / beta) = -8.1 / -6.7 eV
gap between HOMO and LUMO (alpha / beta) = 7.4699 / 8.8379 eV
DFT total energy = -143776.3032 eV
charge = +2

No. 3
Computed, not measured: a 13-piece molecular cluster, C22H58BN2O20 overall in a non-equilibrium geometry, with ωB97M-V with the def2-TZVPD basis set.

The geometry in XYZ format:
```
103
Properties=species:S:1:pos:R:3:mulliken_charge:R:1
O -8.88 -3.52 25.09 -0.638
C -8.88 -4.68 24.85 0.167
O -9.64 -5.26 23.92 -0.486
B -9.40 -6.70 23.97 0.962
O -8.19 -6.89 24.77 -0.290
C -7.88 -5.75 25.34 0.689
O -6.96 -5.49 26.07 -0.562
O -9.20 -7.31 22.64 -0.422
C -9.83 -8.46 22.61 1.151
O -9.63 -9.33 21.80 -0.687
C -10.85 -8.48 23.75 0.218
O -10.57 -7.44 24.50 -0.456
O -11.64 -9.36 23.96 -0.626
C -4.80 -12.21 23.57 -1.873
C -5.92 -11.79 22.61 1.784
C -5.38 -11.26 21.27 -1.021
C -5.14 -12.31 20.19 -0.819
C -6.36 -13.21 20.05 -1.039
C -6.81 -13.89 21.36 1.463
N -6.92 -12.84 22.35 0.567
O -7.61 -13.28 23.52 -0.501
C -8.19 -14.44 21.02 -1.967
C -5.90 -15.08 21.71 -1.694
C -6.60 -10.59 23.28 -2.561
H -5.08 -12.44 24.60 0.428
H -4.12 -11.35 23.67 0.490
H -4.11 -12.95 23.17 0.378
H -5.97 -10.44 20.87 0.328
H -4.39 -10.87 21.53 0.361
H -4.33 -12.95 20.58 0.307
H -4.88 -11.88 19.23 0.455
H -6.06 -13.88 19.23 0.413
H -7.23 -12.64 19.70 0.374
H -8.92 -13.69 20.71 0.393
H -8.11 -15.24 20.29 0.395
H -8.70 -14.83 21.92 0.423
H -6.40 -15.75 22.43 0.424
H -5.71 -15.66 20.81 0.393
H -4.99 -14.78 22.23 0.297
H -7.19 -11.02 24.09 0.477
H -7.35 -10.05 22.71 0.345
H -5.94 -9.86 23.76 0.578
H -6.90 -13.64 24.08 0.378
C -8.07 -2.55 30.68 -0.834
C -8.67 -1.48 29.76 1.763
C -9.73 -0.62 30.59 -1.289
C -9.31 0.77 31.08 -0.692
C -8.33 1.48 30.12 -1.239
C -7.12 0.63 29.79 1.521
N -7.61 -0.63 29.24 0.471
O -6.63 -1.36 28.53 -0.475
C -6.28 1.41 28.76 -1.990
C -6.27 0.43 31.05 -1.822
C -9.45 -2.09 28.60 -2.039
H -7.40 -3.21 30.12 -0.379
H -8.80 -3.21 31.16 0.490
H -7.38 -2.09 31.38 0.281
H -10.58 -0.54 29.92 0.467
H -9.97 -1.21 31.47 0.272
H -8.82 0.64 32.05 0.336
H -10.17 1.42 31.23 0.416
H -7.95 2.42 30.50 0.466
H -8.93 1.62 29.21 0.396
H -6.86 1.85 27.95 0.396
H -5.78 2.22 29.29 0.456
H -5.51 0.74 28.37 0.410
H -5.34 -0.06 30.76 0.356
H -6.05 1.39 31.52 0.400
H -6.73 -0.21 31.80 0.395
H -9.90 -1.35 27.93 0.443
H -10.27 -2.62 29.09 0.477
H -8.92 -2.83 28.00 0.305
H -6.78 -1.13 27.59 0.428
O -9.69 -11.57 24.86 -0.763
H -10.50 -11.28 24.43 0.245
H -9.07 -11.76 24.14 0.464
O -10.56 -2.89 21.24 -0.651
H -11.10 -3.43 20.65 0.302
H -10.00 -3.52 21.71 0.345
O -6.86 -7.56 20.65 -0.677
H -7.60 -7.88 21.19 0.317
H -7.19 -7.59 19.75 0.281
O -5.42 -4.69 29.13 -0.612
H -5.16 -4.67 28.19 0.303
H -5.06 -3.87 29.50 0.285
O -9.59 -9.32 26.54 -0.674
H -9.07 -8.54 26.30 0.300
H -9.56 -9.88 25.74 0.427
O -7.21 -1.02 25.69 -0.666
H -6.43 -1.29 25.21 0.283
H -7.84 -1.75 25.57 0.441
O -8.10 -5.81 29.04 -0.682
H -7.62 -5.01 29.30 0.281
H -7.77 -6.00 28.16 0.281
O -4.87 -7.32 24.93 -0.652
H -4.70 -6.58 24.34 0.292
H -5.76 -7.15 25.28 0.309
O -11.75 -11.07 20.90 -0.633
H -11.58 -11.16 19.96 0.291
H -11.02 -10.51 21.23 0.384
O -14.26 -10.26 23.01 -0.620
H -14.55 -10.62 22.16 0.289
H -13.44 -9.78 22.80 0.329
```

HOMO energy = -5.937 eV
LUMO energy = 2.1 eV
gap between HOMO and LUMO = 8.0222 eV
DFT total energy = -68368.1710 eV
charge = -1

No. 4
Computed, not measured: C22H59INO19P6 as an isolated structure in a non-equilibrium geometry, with ωB97M-V with the def2-TZVPD basis set.

The geometry in XYZ format:
```
108
Properties=species:S:1:pos:R:3:mulliken_charge:R:1
C -0.86 -4.77 2.52 -1.257
C -0.53 -6.03 1.94 -0.205
P -0.07 -7.70 1.15 0.188
C -1.87 -8.31 1.02 -0.598
C -2.99 -7.37 1.77 -0.948
N -0.06 -8.38 2.84 -0.340
C 1.27 -8.12 3.52 -0.084
C 1.29 -9.09 4.88 -0.559
C 0.78 -8.32 6.24 -0.831
C -0.12 -7.02 -0.65 -0.806
I 2.01 -6.79 -1.26 -0.037
C -0.83 -5.55 -0.81 0.132
C -1.01 -5.32 -2.45 -0.911
P 0.72 -9.66 0.51 1.258
O 0.25 -10.80 1.55 -0.760
O 0.14 -10.17 -1.04 -0.556
O 2.49 -9.73 0.57 -0.582
H -1.11 -3.62 2.68 0.272
H 1.34 -7.28 1.27 0.451
H -2.26 -8.50 -0.08 0.316
H -1.93 -9.37 1.56 0.422
H -3.20 -6.33 1.22 0.147
H -2.83 -7.24 2.94 0.183
H -4.03 -7.96 1.68 0.354
H -0.82 -7.95 3.41 0.237
H 1.34 -6.97 3.84 0.263
H 2.21 -8.44 2.90 0.062
H 2.43 -9.37 5.06 0.296
H 0.75 -10.13 4.69 0.272
H 0.00 -7.46 6.06 0.268
H 1.76 -7.90 6.77 0.207
H 0.35 -9.14 6.99 0.254
H -0.71 -7.74 -1.41 0.440
H -1.95 -5.51 -0.39 -0.154
H -0.17 -4.64 -0.45 0.195
H -1.75 -6.15 -2.87 0.312
H 0.01 -5.27 -3.02 0.234
H -1.54 -4.27 -2.64 0.196
H 0.99 -10.28 -1.60 0.316
H 2.87 -8.85 0.86 0.358
C -2.60 0.30 -2.49 -0.681
O -1.35 0.87 -2.17 -0.424
P -0.07 0.03 -1.36 1.043
O -0.80 -1.31 -1.48 -0.545
O -0.46 0.78 0.05 -0.352
C -1.76 0.66 0.60 -0.584
O 1.20 -0.81 -0.55 -0.057
C 2.28 0.01 -0.13 -0.853
H -2.64 0.11 -3.56 0.282
H -2.84 -0.61 -1.94 0.302
H -3.38 1.03 -2.25 0.267
H -2.20 -0.32 0.39 0.301
H -2.40 1.45 0.22 0.204
H -1.68 0.77 1.69 0.265
H 1.98 0.65 0.69 0.220
H 2.63 0.61 -0.97 0.359
H 3.09 -0.64 0.21 0.287
C 2.94 -1.67 -3.03 -0.599
O 3.37 -1.95 -4.35 -0.422
P 4.80 -1.30 -5.07 0.988
O 5.28 -0.71 -3.74 -0.654
O 3.90 -0.19 -5.89 -0.355
C 3.06 0.71 -5.21 -0.562
O 6.23 -0.64 -5.79 -0.252
C 6.36 -0.87 -7.18 -0.658
H 3.13 -2.54 -2.41 0.362
H 3.40 -0.79 -2.58 0.312
H 1.87 -1.49 -3.06 0.184
H 3.48 1.00 -4.24 0.294
H 2.07 0.27 -5.07 0.188
H 2.95 1.62 -5.81 0.318
H 5.63 -0.28 -7.73 0.265
H 6.22 -1.93 -7.39 0.300
H 7.36 -0.57 -7.49 0.242
C -1.95 6.53 -2.39 -0.675
O -1.21 6.18 -1.24 -0.444
P -1.83 5.25 0.08 1.117
O -3.11 4.90 -0.70 -0.656
O -2.05 6.63 0.96 -0.356
C -2.86 7.67 0.48 -0.575
O -2.46 4.32 1.39 -0.213
C -1.63 4.28 2.54 -0.718
H -1.60 5.92 -3.23 0.284
H -3.03 6.43 -2.29 0.314
H -1.75 7.58 -2.62 0.274
H -3.70 7.30 -0.12 0.353
H -2.26 8.37 -0.11 0.228
H -3.27 8.22 1.34 0.221
H -1.62 5.25 3.03 0.260
H -0.62 3.99 2.25 0.323
H -2.03 3.54 3.23 0.264
C 0.31 10.09 2.60 -0.564
O -0.56 11.06 3.15 -0.444
P -1.72 11.95 2.23 1.038
O -1.50 11.08 0.99 -0.624
O -0.71 13.26 2.21 -0.344
C 0.58 13.16 1.67 -0.574
O -2.88 12.85 1.32 -0.241
C -3.49 13.92 2.01 -0.670
H -0.03 9.09 2.90 0.242
H 0.42 10.13 1.52 0.302
H 1.31 10.24 3.03 0.277
H 0.63 12.46 0.84 0.307
H 1.29 12.86 2.45 0.204
H 0.88 14.15 1.30 0.272
H -2.77 14.73 2.17 0.270
H -3.87 13.57 2.97 0.307
H -4.31 14.30 1.41 0.246
```

HOMO energy = -4.466 eV
LUMO energy = -2.4 eV
gap between HOMO and LUMO = 2.0951 eV
DFT total energy = -127978.2749 eV
charge = -1